# 1
DFT (wB97M-V/def2-TZVPD) results for one molecule with the formula C4H6N2O2.

## Properties
Structure (SMILES): Nc1cc(O)c(N)o1
HOMO-LUMO gap in eV: 7.91
Maximum force in eV/Å: 6.45
E_tot in hartree: -415.898468
Net charge: 0
2S+1: 1
ΔE to the lowest compared entry with this formula, charge and spin in kJ/mol: 373.22

The geometry in XYZ format:
```
14
Properties=species:S:1:pos:R:3:forces:R:3:mulliken_charge:R:1
N -2.634187 -0.029888 -0.018875 -5.76 -1.45 1.13 -0.488
C -1.326101 0.102271 -0.056238 4.11 -0.52 0.90 -0.006
C -0.425707 1.116121 -0.010849 -0.82 1.75 -0.47 -0.307
C 0.903926 0.635772 -0.175171 -1.23 -1.67 2.52 0.361
O 1.981220 1.448416 0.118608 -2.25 3.33 -5.04 -0.581
C 0.810948 -0.711179 -0.110444 -0.62 0.13 -0.11 0.090
N 1.740737 -1.683544 0.084091 1.30 -2.06 -3.44 -0.481
O -0.620722 -1.117460 -0.086874 1.40 2.23 -0.33 -0.414
H -2.855950 -1.054842 -0.040089 0.02 1.50 0.04 0.277
H -3.429832 0.491010 0.563749 3.29 -1.11 -1.66 0.274
H -0.570129 2.161983 0.255253 -0.50 -0.23 -0.37 0.365
H 1.603309 2.262559 -0.675223 2.55 -3.00 3.83 0.409
H 2.365772 -1.732839 0.817794 0.40 0.67 2.85 0.245
H 2.456716 -1.888386 -0.665738 -1.90 0.44 0.14 0.256
```
Forces are in eV/Å.

=====

# 2
DFT (wB97M-V/def2-TZVPD) results for C41H35GeN6O4V as an isolated structure.

## Properties
HOMO-LUMO gap (spin up / spin down) in eV: 6.77 / 6.92
Maximum force in eV/Å: 2.90
E_tot in hartree: -5233.882995
Net charge: 0
2S+1: 3
ΔE to the lowest compared entry with this formula, charge and spin in kJ/mol: 0.00
Expectation value of S²: 2.017

The geometry in XYZ format:
```
88
Properties=species:S:1:pos:R:3:forces:R:3:lowdin_spin:R:1
V 2.113115 1.054347 -0.098136 0.35 0.75 -0.12 1.854
O 1.912952 0.957522 -1.995052 -0.86 1.26 1.41 0.021
C 2.360396 0.165291 -2.882612 1.83 -1.21 -1.02 0.012
C 2.014064 0.356414 -4.210871 0.78 -1.45 -1.34 -0.004
C 2.476179 -0.522641 -5.202299 -0.59 0.77 0.32 0.014
C 3.404799 -1.532318 -4.937120 -0.56 -0.35 -0.66 -0.001
C 3.907631 -1.651289 -3.666530 -1.48 2.25 1.08 0.011
C 3.387179 -0.798665 -2.626914 -0.50 -0.44 -0.86 0.001
C 3.949220 -0.925227 -1.323834 -0.73 1.52 1.69 0.046
N 3.549010 -0.278001 -0.241066 0.73 -1.21 -2.11 -0.026
N 4.200823 -0.477731 0.931602 1.17 -0.54 0.77 0.001
C 3.852404 0.355453 1.889181 -1.26 -1.01 -2.03 -0.005
O 3.001685 1.327586 1.673436 0.43 -0.25 0.04 -0.005
C 4.304499 -0.026616 3.221070 1.48 -0.53 0.91 0.000
C 3.699017 0.543170 4.332275 -1.19 1.27 -0.85 -0.001
C 4.210714 0.375107 5.580573 1.68 -1.24 1.22 0.000
C 5.358746 -0.448163 5.793049 -0.51 -0.16 0.00 -0.002
C 5.851983 -1.200262 4.738830 0.36 0.87 -1.77 0.000
C 5.374064 -0.938210 3.428302 -0.50 -0.01 0.11 -0.002
H 1.481531 1.232586 -4.457920 -0.94 0.65 -0.29 0.000
H 2.105826 -0.399122 -6.226476 0.22 0.01 0.38 0.001
H 3.608674 -2.213869 -5.765096 0.47 0.16 0.42 0.000
H 4.732114 -2.230685 -3.378644 0.87 -1.21 0.05 0.000
H 4.818905 -1.523319 -1.308806 0.95 -0.81 0.73 0.002
H 2.819248 1.207431 4.154243 0.81 -0.68 0.22 0.000
H 3.756556 0.836582 6.432134 -0.19 0.34 0.29 0.000
H 5.890266 -0.563633 6.749801 -0.74 0.29 -0.24 0.000
H 6.755431 -1.825861 4.797071 -0.63 0.20 0.37 0.000
H 5.816878 -1.451561 2.557057 -0.29 0.44 0.60 0.000
N 1.291913 5.097726 0.448663 0.27 -0.16 0.02 0.005
C 0.057019 4.651841 0.972074 0.36 -0.99 -0.97 -0.001
C -0.042825 3.311733 0.617078 0.51 0.76 0.26 0.007
N 1.115494 2.944201 -0.008478 0.62 0.65 -0.27 0.010
C 1.905869 4.013869 -0.130404 -0.64 -0.05 0.63 0.012
C 3.268344 3.870389 -0.692277 0.85 -1.65 -0.25 0.002
N 3.818106 2.630414 -0.774915 -1.49 2.18 0.22 -0.001
C 5.001078 2.782141 -1.442671 -0.59 -0.95 0.17 0.000
C 5.201411 4.088433 -1.774025 -0.24 -0.37 0.15 0.001
N 4.102479 4.765044 -1.306193 -0.86 0.46 0.73 0.001
H 1.747207 6.029967 0.510070 -0.97 -1.17 0.18 0.000
H -0.662414 5.249956 1.503423 0.27 0.32 -0.12 0.000
H -0.814308 2.533237 0.735447 0.37 0.89 0.30 0.000
H 5.528647 1.858376 -1.657414 0.34 0.54 -0.10 0.000
H 5.970292 4.555835 -2.343865 0.29 0.28 -0.06 0.000
H 3.996373 5.774766 -1.245866 0.12 -0.49 -0.32 0.000
O 0.430445 -0.065714 2.596331 -0.39 -1.31 -1.99 0.015
C 0.256275 -0.629690 1.503839 -0.10 1.37 0.36 0.008
O 0.821660 -0.248524 0.352581 -0.53 -0.09 1.42 0.023
C -0.665268 -1.835982 1.261240 1.05 -0.45 0.26 0.000
C -1.237017 -1.925902 -0.137371 -1.86 -0.87 -0.37 0.000
Ge -3.182837 -1.473493 -0.196643 0.27 0.28 0.48 0.000
C -3.650472 -0.247030 1.255337 -0.29 0.06 0.32 0.000
C -3.707377 -0.676910 2.585723 -0.10 -0.18 -0.67 0.000
C -4.001861 0.212885 3.598413 0.21 -0.02 1.07 0.000
C -4.225426 1.553856 3.337440 -0.65 0.33 0.23 0.000
C -4.248642 1.975487 2.008604 -0.01 1.17 0.71 0.000
C -3.976184 1.088294 1.010445 0.83 -0.55 -1.61 0.000
C -4.458299 -2.976661 -0.021265 -0.12 0.39 1.07 0.000
C -5.494437 -3.053475 0.959923 0.07 -0.39 -1.29 0.000
C -6.275845 -4.196451 1.025285 0.05 -0.71 0.48 0.000
C -5.948248 -5.327622 0.261027 -0.84 -0.26 -0.29 0.000
C -5.027872 -5.224984 -0.759652 0.60 -0.15 -0.40 0.000
C -4.274167 -4.050936 -0.865223 0.89 -0.42 -1.12 0.000
C -3.457074 -0.611218 -1.908979 -0.63 0.71 -0.61 0.000
C -2.436505 -0.053143 -2.690331 -0.31 0.62 -0.12 0.000
C -2.724036 0.461454 -3.984861 0.44 -0.79 1.35 0.000
C -4.007154 0.331641 -4.451859 -1.18 0.58 -1.75 0.000
C -5.079183 -0.135128 -3.678366 0.47 0.18 0.92 0.000
C -4.790042 -0.525007 -2.368462 0.57 -0.09 -0.56 0.000
H -1.413421 -1.943801 2.041215 0.16 0.23 0.20 0.000
H 0.020487 -2.684045 1.362316 0.02 -0.05 0.30 0.001
H -1.231066 -2.962575 -0.575494 0.47 0.96 0.40 0.000
H -0.766974 -1.217912 -0.802184 0.27 -0.19 -0.24 0.000
H -3.573594 -1.730428 2.801686 0.15 0.03 0.19 0.000
H -4.009141 -0.124937 4.643124 -0.06 0.05 -0.49 0.000
H -4.479325 2.217999 4.182952 0.30 -0.26 -0.69 0.000
H -4.412139 3.018089 1.711941 -0.12 -0.33 0.43 0.000
H -3.918351 1.450712 -0.029365 -0.19 -0.14 0.49 0.000
H -5.784245 -2.242650 1.604006 0.32 0.43 0.04 0.000
H -7.135706 -4.257867 1.711074 0.61 0.08 -0.21 0.000
H -6.466930 -6.288691 0.395294 0.02 0.65 -0.01 0.000
H -4.869701 -6.044288 -1.488467 -0.03 0.49 0.73 0.000
H -3.458483 -3.996353 -1.640439 -0.99 -0.08 0.73 0.000
H -1.477758 0.133852 -2.196757 0.01 -0.38 -0.60 0.000
H -1.965448 0.903379 -4.627541 -0.04 -0.07 0.32 0.000
H -4.209696 0.709532 -5.484266 0.07 -0.46 0.91 0.000
H -6.117566 -0.138529 -4.020079 0.47 0.11 -0.09 0.000
H -5.569967 -0.729478 -1.650090 -0.32 -0.41 -0.17 0.000
```
Forces are in eV/Å.

=====

# 3
DFT (wB97M-V/def2-TZVPD) results for C25H17ClNO4PW as an isolated structure.

## Properties
HOMO-LUMO gap in eV: 5.69
Maximum force in eV/Å: 0.46
E_tot in hartree: -2185.580630
Net charge: +4
2S+1: 1
ΔE to the lowest compared entry with this formula, charge and spin in kJ/mol: 30.11

The geometry in XYZ format:
```
50
Properties=species:S:1:pos:R:3:forces:R:3:mulliken_charge:R:1
W -2.026313 1.218543 -0.422116 -0.25 -0.14 -0.19 1.528
O -2.244125 -3.732820 1.392257 0.15 -0.09 0.42 -0.377
C -1.972290 -1.097466 0.985641 0.17 0.02 -0.08 0.138
O -2.615487 -0.732897 -0.027024 0.03 -0.06 0.04 -0.639
C -2.184175 -0.258998 2.208316 0.00 -0.03 -0.06 0.378
C -2.372188 -0.500405 3.557848 0.12 -0.01 0.02 -0.520
C -2.512106 0.616228 4.390280 0.00 0.00 0.02 -0.529
C -2.397361 1.910194 3.880240 0.07 0.01 0.03 -0.644
C -2.184091 2.041700 2.512873 0.00 -0.08 -0.10 0.913
N -2.132988 0.982984 1.721874 -0.27 0.07 0.03 -0.006
C -1.989642 3.325756 1.778968 -0.04 0.02 0.20 0.120
O -1.939087 4.441007 2.003945 0.02 -0.01 -0.06 -0.172
O -1.787934 2.829816 0.214393 0.16 0.29 -0.01 -0.497
H -2.426869 -1.503255 3.962714 0.00 0.00 0.00 0.582
H -2.692099 0.474302 5.449685 -0.01 0.00 0.00 0.521
H -2.469737 2.781832 4.521407 -0.01 0.00 0.00 0.532
Cl -2.122527 1.199029 -2.821801 0.04 0.00 0.02 -0.099
C -0.456365 0.876408 -3.455423 -0.04 0.00 0.00 0.503
C -0.272523 1.078451 -4.797821 0.01 0.00 0.00 -0.815
C 1.023910 0.900583 -5.291588 0.00 0.00 0.00 -0.517
C 2.067496 0.549285 -4.446429 0.00 0.00 0.00 -0.905
C 1.838279 0.354422 -3.089875 0.01 0.00 0.00 -0.159
C 0.547858 0.499029 -2.568564 0.04 0.07 0.00 0.445
P 0.207101 0.294633 -0.828913 0.07 -0.11 0.07 -0.112
C 1.535145 0.826482 0.218841 0.02 0.01 0.01 0.864
C 2.473086 -0.086935 0.717571 -0.02 0.00 0.02 -0.243
C 3.561491 0.383764 1.435076 0.00 0.01 0.01 -0.819
C 3.718631 1.749182 1.645353 0.00 0.00 0.00 -0.571
C 2.790504 2.657985 1.141665 0.00 0.00 0.00 -0.829
C 1.695612 2.204349 0.428328 0.01 0.01 -0.01 -0.466
C -0.055244 -1.529722 -0.529806 0.04 0.02 0.01 -0.134
C 0.432988 -2.440769 -1.381807 0.01 0.01 -0.01 -0.415
C 0.225440 -3.864664 -1.178095 -0.02 -0.11 0.01 -0.519
C -0.587403 -4.381488 -0.207089 0.12 0.01 -0.05 -1.124
C -1.242337 -3.476407 0.626927 -0.12 0.15 -0.23 0.339
C -0.803583 -2.031841 0.701901 -0.23 -0.13 -0.02 1.358
H -1.080337 1.383228 -5.451351 0.00 0.00 0.00 0.513
H 1.208508 1.063884 -6.345973 0.00 0.00 0.00 0.470
H 3.068726 0.441377 -4.842112 0.00 0.00 0.00 0.471
H 2.664441 0.111466 -2.430733 0.00 0.00 0.00 0.542
H 2.380132 -1.150678 0.532839 0.00 0.00 0.00 0.441
H 4.296280 -0.311619 1.818465 0.00 0.00 0.00 0.475
H 4.576976 2.110937 2.196816 0.00 0.00 0.00 0.468
H 2.933307 3.719476 1.295164 0.00 0.00 0.00 0.490
H 0.998031 2.922475 0.009666 0.00 0.00 -0.01 0.493
H 0.991643 -2.142778 -2.261483 0.00 0.02 0.01 0.600
H 0.696013 -4.547854 -1.879265 0.00 0.00 0.00 0.515
H -0.797082 -5.444815 -0.155103 -0.01 0.00 0.02 0.425
H -2.464751 -4.681242 1.508133 -0.10 -0.01 -0.13 0.480
H -0.102953 -2.032159 1.555183 -0.01 0.07 0.04 0.506
```
Forces are in eV/Å.

=====

# 4
DFT (wB97M-V/def2-TZVPD) results for C25H30N3O4PPt as an isolated structure.

## Properties
HOMO-LUMO gap (spin up / spin down) in eV: 7.19 / 7.19
Maximum force in eV/Å: 1.20
E_tot in hartree: -1896.470592
Net charge: 0
2S+1: 1
ΔE to the lowest compared entry with this formula, charge and spin in kJ/mol: 0.00

The geometry in XYZ format:
```
64
Properties=species:S:1:pos:R:3:forces:R:3:mulliken_charge:R:1
Pt 0.119064 0.453274 -0.211411 -0.54 0.60 0.57 1.583
C 0.663232 0.890795 -3.406988 0.07 -0.12 0.19 -0.640
C 1.765237 1.829547 -2.903645 0.01 0.03 0.01 0.561
C 2.963834 1.037269 -2.443125 -0.04 0.01 -0.02 0.202
C 3.970654 0.810638 -3.374433 0.00 -0.05 -0.05 -0.765
C 5.021810 -0.049067 -3.113488 -0.01 0.03 -0.02 -1.016
C 5.045037 -0.735408 -1.914954 -0.01 0.03 0.07 -0.828
C 4.068598 -0.534111 -0.942264 0.07 -0.02 -0.06 0.688
C 4.062486 -1.500670 0.226704 -0.03 0.06 0.04 -0.865
C 2.998444 -2.579277 0.024773 -0.05 0.00 -0.03 -0.580
C 3.059460 0.420210 -1.186863 -0.14 -0.10 0.13 0.049
N 2.116924 0.687989 -0.132778 0.32 0.23 -0.35 0.047
C 2.607300 0.925984 1.065398 -0.22 -0.20 0.26 -0.674
C 1.815790 0.719541 2.204885 0.00 -0.10 -0.31 0.357
C 2.037534 0.912080 3.585221 -0.11 0.08 0.05 -1.116
C 0.926669 0.390319 4.224369 0.10 -0.01 0.03 -0.649
C 0.084098 -0.135435 3.214207 0.04 0.28 -0.09 -0.715
N 0.606811 0.062668 2.012587 0.12 -0.51 0.17 0.025
H -0.147878 1.423024 -3.905087 0.02 0.05 0.00 0.369
H 0.237357 0.368604 -2.533096 -0.01 0.01 -0.38 -0.085
H 1.066618 0.139439 -4.087088 0.01 0.07 -0.06 0.353
H 1.380772 2.445479 -2.093613 -0.02 -0.05 -0.09 -1.086
H 2.076142 2.507805 -3.700897 0.03 -0.02 0.00 0.693
H 3.907135 1.313272 -4.332332 0.01 -0.01 -0.01 0.418
H 5.793818 -0.211347 -3.853835 0.01 0.01 0.00 0.393
H 5.824066 -1.463351 -1.723751 0.01 0.00 0.00 0.396
H 3.892634 -1.031307 1.192787 0.00 0.08 0.01 0.205
H 5.052525 -1.954663 0.290730 -0.02 -0.05 -0.04 0.527
H 2.007249 -2.121706 -0.006822 0.03 0.00 0.03 -0.261
H 3.004485 -3.302629 0.840398 0.02 0.00 0.01 0.424
H 3.153389 -3.113100 -0.914988 0.03 0.01 0.01 0.432
H 3.652914 1.208841 1.146621 0.02 0.00 0.02 0.604
H 2.894703 1.384768 4.038153 0.01 0.02 0.01 0.502
H 0.746071 0.353078 5.286555 0.00 -0.01 0.01 0.469
H -0.865324 -0.636562 3.333301 0.01 -0.05 0.01 0.493
O -3.851705 -0.802119 -0.071211 -0.08 -0.15 0.11 -0.692
C -2.668152 -0.810824 -0.335658 -0.06 0.37 -0.45 0.206
O -1.911776 0.236670 -0.163880 0.26 0.10 0.27 -0.868
C -2.070817 -2.011574 -1.029373 0.13 -0.20 0.05 0.091
C -0.744003 -2.391458 -0.850011 -0.27 0.30 -0.01 0.297
C -0.210648 -3.483988 -1.509203 -0.05 0.09 0.00 -0.909
C -1.049535 -4.181878 -2.356262 0.20 0.00 -0.34 0.168
C -2.377377 -3.850450 -2.549201 -0.03 0.09 0.01 -0.688
C -2.890457 -2.759844 -1.867435 0.00 -0.04 0.01 -0.633
N -0.495942 -5.343716 -3.090368 -0.35 -0.49 1.04 1.016
O -1.266590 -6.005744 -3.751318 0.02 0.14 -0.42 -0.620
O 0.657826 -5.644996 -2.866484 0.24 0.18 -0.32 -0.613
H -0.153209 -1.810856 -0.145116 0.26 -0.25 0.13 0.529
H 0.814274 -3.795300 -1.379469 0.00 0.01 0.00 0.592
H -2.983148 -4.441974 -3.218931 0.00 0.00 0.00 0.492
H -3.927791 -2.475006 -1.973933 0.00 0.01 0.01 0.502
C -1.408488 3.348987 -1.488882 0.00 0.09 0.01 -1.159
P -0.400633 2.688269 -0.140297 0.03 -0.61 -0.31 1.057
C 0.958218 3.860008 0.107998 0.04 0.02 0.02 -1.388
C -1.408808 2.869715 1.345359 -0.03 0.10 0.00 -1.288
H -1.758820 4.356737 -1.257227 -0.01 -0.01 0.00 0.477
H -2.262311 2.686211 -1.628383 0.01 -0.02 0.02 0.313
H -0.825445 3.370987 -2.409044 0.00 0.00 0.00 0.309
H 0.559537 4.864925 0.256021 -0.03 -0.01 0.01 0.530
H 1.636286 3.866995 -0.742657 0.01 0.04 0.03 0.357
H 1.516376 3.565072 0.997284 -0.01 -0.01 0.00 0.283
H -1.710026 3.912113 1.468204 -0.01 -0.01 0.02 0.466
H -0.828504 2.546033 2.210526 0.00 -0.01 0.00 0.316
H -2.285590 2.231016 1.249423 0.01 -0.02 0.00 0.342
```
Forces are in eV/Å.